Entry 1:
Computed, not measured: an isolated ion of composition C7H11O6 and charge +1 at a distorted geometry, with wB97M-V/def2-TZVPD.

Geometry as XYZ:
```
24
Properties=species:S:1:pos:R:3:nbo_charge:R:1
O 0.9911 -2.0345 -0.5267 -0.681
O -1.2860 1.9937 0.1080 -0.422
O -2.6978 -0.9198 -1.4029 -0.664
O -3.4175 1.3550 -0.0247 -0.636
O -1.4290 -0.1372 1.5089 -0.713
O 2.7602 1.6323 -0.8920 -0.723
C -1.0275 -0.9410 0.3484 0.017
C 0.5001 -1.0426 0.3439 0.054
C 0.2439 1.5699 0.0321 0.077
C -2.1471 1.1170 -0.0904 0.894
C 2.5193 0.5237 -0.0805 -0.092
C 1.0287 0.4131 0.0721 -0.034
C -1.6892 -0.2194 -0.8506 0.010
H 0.7261 2.6232 -0.0973 0.268
H 0.3949 -2.1663 -1.2660 0.480
H -3.9141 2.1845 0.4151 0.575
H -3.4409 -1.0289 -0.8517 0.493
H 0.8963 -1.3179 1.3672 0.220
H 2.9323 -0.3108 -0.5451 0.212
H -1.3371 -1.9143 0.2782 0.214
H 2.9248 0.6540 0.9693 0.200
H -1.4984 -0.7707 2.1796 0.504
H 3.6292 2.0524 -0.7422 0.497
H -0.8597 0.0021 -1.6502 0.248
```

Relative energy (zero: lowest compared OMol25 entry of this formula, charge and spin) = 191.5 kJ/mol
E_HOMO = -13.61 eV
Gap between HOMO and LUMO = 10.069 eV
Total charge = +1
Total energy = -724.37872 hartree
Spin multiplicity = 1

---

Entry 2:
Computed, not measured: one molecule with the formula C7H11P at a distorted geometry, with wB97M-V/def2-TZVPD.

Geometry as XYZ:
```
19
Properties=species:S:1:pos:R:3:nbo_charge:R:1
P -3.0966 0.7060 0.1005 0.277
C 0.8001 -0.0096 -0.7341 -0.299
C 0.4134 -1.3988 -0.3174 -0.399
C 2.6151 1.5065 0.2043 -0.406
C -0.5053 0.8205 -0.7541 -0.145
C 1.6460 0.6185 0.3687 -0.165
C -1.3989 0.1022 -0.1101 -0.301
C -0.9151 -1.1811 0.4511 -0.446
H 1.4528 -0.0066 -1.7208 0.214
H 3.0563 1.9438 -0.7509 0.209
H 1.1812 -1.8599 0.3333 0.212
H -4.0414 -0.3153 -0.1967 -0.018
H -3.3528 0.6076 1.4752 -0.027
H -0.2819 1.8047 -1.3199 0.252
H 3.1276 1.5808 1.1475 0.199
H -0.9071 -1.0585 1.5120 0.219
H 0.2449 -2.0517 -1.1709 0.218
H 1.6718 0.0941 1.2497 0.188
H -1.7101 -1.9033 0.2324 0.218
```

Relative energy (zero: lowest compared OMol25 entry of this formula, charge and spin) = 101.1 kJ/mol
E_HOMO = -8.84 eV
Gap between HOMO and LUMO = 9.852 eV
Total energy = -614.56591 hartree
Spin multiplicity = 1

---

Entry 3:
Computed, not measured: one molecule with the formula C7H12 at a distorted geometry, with wB97M-V/def2-TZVPD.

Geometry as XYZ:
```
19
Properties=species:S:1:pos:R:3:nbo_charge:R:1
C -3.1781 0.8464 -0.0498 -0.602
C 3.0390 -0.3642 0.0732 0.087
C 1.7689 -0.4975 0.3492 -0.305
C 4.2907 -0.2025 0.4368 -0.520
C -0.7356 0.1521 0.1557 -0.384
C -2.0356 0.0255 -0.6545 -0.393
C 0.4415 -0.6742 -0.3991 -0.419
H -0.9344 -0.1532 1.1916 0.197
H 0.1409 -1.7342 -0.3998 0.215
H 2.0878 -0.4428 1.4170 0.274
H -3.3965 0.5240 0.9752 0.202
H 4.9196 -1.0587 0.6600 0.215
H -4.1025 0.7500 -0.6311 0.211
H 0.5725 -0.4145 -1.4620 0.215
H -2.9214 1.9119 -0.0123 0.202
H -2.3407 -1.0287 -0.7157 0.195
H -0.4482 1.2106 0.1914 0.199
H 4.6950 0.7965 0.5634 0.215
H -1.8628 0.3537 -1.6892 0.195
```

Relative energy (zero: lowest compared OMol25 entry of this formula, charge and spin) = 246.3 kJ/mol
E_HOMO = -9.19 eV
Gap between HOMO and LUMO = 10.095 eV
Total energy = -273.81475 hartree
Spin multiplicity = 1